A cluster of 2 separate species, C27H39N3O5 in total, computed with ωB97M-V/def2-TZVPD.

Positions of all 74 atoms, in Å:
C  -3.913  1.378  -1.719
C  -2.905  0.255  -1.926
C  -3.562  -0.872  -2.698
N  -2.528  -0.320  -0.620
N  -3.405  -1.187  -0.125
N  -3.073  -1.324  1.170
C  -3.826  -2.403  1.884
C  -3.597  -3.695  1.131
C  -5.295  -2.041  1.893
C  -2.036  -0.508  1.515
C  -1.516  -0.410  2.941
C  -0.576  0.786  3.051
C  -0.770  -1.697  3.331
C  -2.662  -0.146  3.924
C  -1.572  0.077  0.323
C  -0.476  0.973  -0.002
H  -4.271  1.740  -2.690
H  -4.775  1.024  -1.131
H  -3.438  2.203  -1.180
H  -1.982  0.614  -2.395
H  -3.919  -0.551  -3.681
H  -2.859  -1.684  -2.879
H  -4.416  -1.286  -2.152
H  -3.412  -2.455  2.888
H  -4.222  -4.485  1.559
H  -3.877  -3.554  0.080
H  -2.551  -4.014  1.205
H  -5.869  -2.904  2.249
H  -5.505  -1.202  2.565
H  -5.630  -1.808  0.874
H  -1.139  1.715  2.906
H  -0.105  0.799  4.044
H  0.200  0.760  2.283
H  -1.424  -2.577  3.281
H  0.106  -1.874  2.692
H  -0.424  -1.610  4.370
H  -3.425  -0.929  3.918
H  -2.228  -0.099  4.929
H  -3.141  0.812  3.689
H  -0.567  1.986  0.464
H  -0.232  0.975  -1.081
C  4.886  -4.268  -0.658
O  4.146  -3.597  0.380
C  3.384  -2.513  0.066
C  2.697  -1.964  1.176
C  2.083  -0.737  1.049
C  2.143  -0.025  -0.153
C  1.677  1.360  -0.120
C  2.407  2.249  -0.960
C  1.886  3.629  -1.062
O  0.865  3.988  -0.510
O  2.639  4.571  -1.724
C  3.717  4.083  -2.561
C  3.198  3.419  -3.826
C  4.619  5.279  -2.871
O  4.532  3.161  -1.824
C  3.913  2.191  -1.072
O  4.627  1.430  -0.452
C  2.717  -0.618  -1.301
C  3.373  -1.844  -1.188
H  5.259  -5.150  -0.137
H  4.239  -4.560  -1.501
H  5.730  -3.657  -1.020
H  2.715  -2.489  2.126
H  1.593  -0.283  1.913
H  1.462  1.740  0.912
H  2.576  2.547  -3.592
H  2.606  4.155  -4.381
H  4.042  3.103  -4.457
H  4.987  5.695  -1.933
H  5.476  4.988  -3.483
H  4.050  6.047  -3.392
H  2.662  -0.127  -2.282
H  3.911  -2.265  -2.040

* E_HOMO: -6.34 eV
* multiplicity: 1
* orbital gap: 6.3 eV
* total charge: 0
* energy relative to the best compared isomer or geometry (same formula, charge and spin): 459.4 kJ/mol



A structure of composition C3H2O2Tl, computed with ωB97M-V/def2-TZVPD.

Positions of all 8 atoms, in Å:
O  1.700  1.404  0.086
C  0.607  0.901  -0.137
C  -0.483  1.640  0.302
H  -0.612  1.899  1.363
C  0.232  -0.626  -0.048
O  -0.584  -1.120  -0.792
H  0.755  -1.194  0.746
Tl  -1.615  -2.903  -1.521

* E_HOMO (alpha / beta): -13.56 / -13.75 eV
* multiplicity: 1
* orbital gap (alpha / beta): 7.7 / 7.5 eV
* total charge: +1
* energy relative to the best compared isomer or geometry (same formula, charge and spin): 405.9 kJ/mol



The ion C5H7N2 with charge +1, computed with ωB97M-V/def2-TZVPD.

Positions of all 14 atoms, in Å:
C  1.225  0.895  -0.209
C  1.920  -1.032  0.202
C  0.616  -1.088  0.325
C  -0.664  -1.583  0.075
C  -1.105  1.959  -0.051
N  2.301  0.210  -0.179
N  0.141  1.267  -0.104
H  2.827  -1.601  0.164
H  -0.548  -2.719  0.047
H  -1.032  -1.198  -0.974
H  -1.423  -1.409  0.854
H  -1.421  1.944  1.081
H  -1.012  2.955  -0.507
H  -1.826  1.401  -0.725

* E_HOMO (alpha / beta): -13.25 / -16.17 eV
* ⟨S²⟩: 2.02
* multiplicity: 3
* orbital gap (alpha / beta): 9.4 / 9.2 eV
* total charge: +1
* energy relative to the best compared isomer or geometry (same formula, charge and spin): 314.2 kJ/mol



An isolated molecule of C12H11N3O2, computed with ωB97M-V/def2-TZVPD.

Positions of all 28 atoms, in Å:
C  3.363  0.718  3.401
C  1.944  0.370  3.651
O  1.526  0.231  4.918
C  0.216  -0.082  4.887
C  -0.230  -0.149  3.610
C  0.897  0.147  2.780
C  0.992  0.214  1.316
O  2.005  0.485  0.710
N  -0.197  -0.063  0.673
N  -0.281  -0.045  -0.657
C  -1.389  -0.307  -1.224
C  -1.508  -0.295  -2.668
C  -0.417  0.003  -3.490
C  -0.602  -0.005  -4.859
C  -1.860  -0.307  -5.363
C  -2.878  -0.588  -4.463
N  -2.716  -0.585  -3.155
H  3.527  0.789  2.331
H  3.605  1.668  3.875
H  4.016  -0.044  3.825
H  -0.276  -0.229  5.828
H  -1.234  -0.380  3.314
H  -1.029  -0.289  1.221
H  -2.300  -0.552  -0.666
H  0.534  0.228  -3.036
H  0.217  0.220  -5.526
H  -2.047  -0.324  -6.426
H  -3.876  -0.829  -4.806

* E_HOMO: -8.63 eV
* multiplicity: 1
* orbital gap: 8.8 eV
* total charge: 0
* energy relative to the best compared isomer or geometry (same formula, charge and spin): 61.7 kJ/mol



A cluster of 2 separate species, C4H13NS in total, computed with ωB97M-V/def2-TZVPD.

Positions of all 19 atoms, in Å:
C  -0.392  -2.399  -2.453
C  -0.175  -1.572  -1.205
N  -1.343  -0.767  -0.823
H  0.391  -2.427  -3.206
H  -0.521  -3.458  -2.199
H  -1.371  -2.187  -2.889
H  0.117  -2.170  -0.344
H  0.629  -0.852  -1.390
H  -1.121  0.223  -0.721
H  -2.127  -0.774  -1.477
C  -0.618  1.529  2.376
S  0.677  2.793  2.523
C  1.927  2.146  1.393
H  -1.040  1.682  1.386
H  -1.331  1.569  3.195
H  -0.290  0.484  2.387
H  2.459  1.300  1.815
H  1.505  1.918  0.414
H  2.624  2.964  1.217

* E_HOMO: -8.47 eV
* multiplicity: 1
* orbital gap: 9.4 eV
* total charge: 0
* energy relative to the best compared isomer or geometry (same formula, charge and spin): 65.1 kJ/mol



A cluster of 2 separate species, C4H14NO2 in total, computed with ωB97M-V/def2-TZVPD.

Positions of all 21 atoms, in Å:
C  0.252  -0.937  0.663
O  0.879  -1.666  -0.420
C  -0.281  0.277  -0.034
C  -0.212  1.610  0.726
C  0.621  1.601  1.974
N  0.548  0.325  -1.389
H  -0.630  -1.651  0.976
H  0.837  -0.926  1.639
H  1.818  -2.080  -0.104
H  -1.393  -0.107  -0.358
H  0.387  2.265  -0.028
H  -1.297  1.945  0.932
H  1.690  1.530  1.647
H  0.454  2.406  2.712
H  0.449  0.836  2.732
H  1.541  0.261  -1.169
H  0.380  1.220  -1.962
H  0.238  -0.479  -1.968
H  -1.725  -2.777  -1.982
H  -2.697  -1.738  -2.262
O  -1.859  -1.916  -2.324

* E_HOMO: -14.68 eV
* multiplicity: 1
* orbital gap: 11.4 eV
* total charge: +1
* energy relative to the best compared isomer or geometry (same formula, charge and spin): 315.5 kJ/mol



A structure of composition C16H10N3O2PdS, computed with ωB97M-V/def2-TZVPD.

Positions of all 33 atoms, in Å:
Pd  1.984  1.008  0.500
O  -4.048  -3.625  -0.656
C  -4.598  -2.681  -0.316
O  -5.163  -1.745  0.026
C  -2.281  -1.303  -0.311
C  -1.136  -1.941  -0.676
C  0.058  -1.238  -0.433
N  0.016  0.010  0.027
C  -1.118  0.645  0.313
C  -2.343  -0.039  0.195
C  -0.991  2.056  0.737
C  -2.086  2.865  1.044
C  -1.872  4.186  1.408
C  -0.574  4.670  1.456
C  0.464  3.811  1.126
N  0.263  2.547  0.778
C  1.390  -1.793  -0.736
C  1.600  -3.133  -1.061
C  2.863  -3.544  -1.455
C  3.897  -2.620  -1.463
C  3.631  -1.317  -1.064
N  2.411  -0.913  -0.726
H  -1.131  -2.921  -1.119
H  -3.278  0.415  0.471
H  -3.093  2.483  0.992
H  -2.708  4.827  1.644
H  -0.368  5.689  1.742
H  1.496  4.143  1.133
H  0.799  -3.851  -1.002
H  3.031  -4.572  -1.743
H  4.895  -2.906  -1.752
H  4.415  -0.567  -1.021
S  3.572  1.356  1.939

* E_HOMO (alpha / beta): -11.82 / -12.45 eV
* ⟨S²⟩: 6.02
* multiplicity: 5
* orbital gap (alpha / beta): 8.1 / 7.3 eV
* total charge: +1



A cluster of 7 separate species, C31H58F9O18 in total, computed with ωB97M-V/def2-TZVPD.

Positions of all 116 atoms, in Å:
O  6.253  -5.105  7.609
C  5.717  -5.842  6.656
O  5.471  -7.040  6.982
O  5.517  -5.342  5.478
H  6.452  -5.867  8.158
C  8.127  -2.912  6.059
O  6.912  -2.406  5.428
C  6.036  -1.929  6.405
C  5.003  -0.933  5.829
O  4.178  -1.664  4.894
C  3.143  -0.954  4.224
C  3.605  0.106  3.145
O  4.487  -0.532  2.166
C  4.954  0.371  1.198
H  8.768  -2.126  6.458
H  8.720  -3.462  5.327
H  7.969  -3.555  6.925
H  6.478  -1.386  7.240
H  5.395  -2.731  6.770
H  5.530  -0.137  5.303
H  4.359  -0.375  6.509
H  2.534  -0.458  4.980
H  2.468  -1.720  3.843
H  3.979  1.021  3.603
H  2.681  0.390  2.641
H  5.707  0.984  1.693
H  4.315  1.036  0.618
H  5.581  -0.043  0.408
C  8.728  -5.770  3.396
O  7.857  -5.605  2.303
C  8.495  -5.358  1.043
C  7.526  -5.393  -0.130
O  6.644  -4.311  0.069
C  5.620  -4.076  -0.948
C  4.742  -2.912  -0.624
O  3.900  -2.997  0.517
C  2.667  -2.302  0.386
H  8.128  -5.961  4.285
H  9.286  -4.850  3.573
H  9.388  -6.618  3.214
H  9.281  -6.093  0.868
H  9.029  -4.414  1.152
H  7.020  -6.359  -0.152
H  8.141  -5.216  -1.012
H  4.958  -4.937  -1.034
H  6.077  -3.923  -1.925
H  4.166  -2.775  -1.539
H  5.484  -2.120  -0.526
H  2.806  -1.313  -0.051
H  2.371  -2.170  1.427
H  2.015  -2.965  -0.184
C  6.429  -8.398  3.427
O  5.184  -9.047  3.625
C  5.146  -10.376  3.057
C  3.656  -10.867  2.952
O  2.709  -10.476  3.976
C  1.382  -11.104  3.777
C  0.302  -10.449  4.654
O  0.124  -9.062  4.346
C  -0.550  -8.693  3.151
H  6.650  -8.432  2.360
H  7.175  -8.947  4.003
H  6.319  -7.350  3.708
H  5.754  -10.987  3.724
H  5.587  -10.325  2.062
H  3.644  -11.957  2.924
H  3.145  -10.512  2.057
H  1.572  -12.131  4.088
H  1.082  -11.052  2.731
H  0.628  -10.509  5.692
H  -0.648  -10.974  4.554
H  -1.594  -9.000  3.095
H  0.049  -9.078  2.325
H  -0.495  -7.609  3.051
C  9.065  -7.698  6.893
C  8.369  -8.965  6.692
O  8.776  -9.803  7.749
C  8.487  -11.160  7.730
O  7.937  -11.742  6.818
C  9.054  -11.960  8.943
F  9.460  -11.105  9.925
F  8.123  -12.808  9.361
F  10.193  -12.621  8.506
H  8.435  -6.999  6.344
H  10.048  -7.631  6.426
H  8.942  -7.402  7.935
H  8.579  -9.474  5.752
H  7.281  -8.906  6.692
C  6.805  -8.995  10.268
C  5.363  -9.460  10.108
O  5.066  -10.390  11.131
C  4.954  -11.725  10.850
O  5.401  -12.265  9.843
C  4.348  -12.570  11.978
F  5.151  -12.483  13.073
F  3.160  -12.032  12.275
F  4.280  -13.919  11.779
H  6.941  -8.663  11.297
H  7.005  -8.186  9.565
H  7.568  -9.764  10.146
H  5.272  -9.669  9.042
H  4.636  -8.671  10.302
C  1.877  -9.195  12.430
C  2.973  -8.262  12.966
O  3.377  -7.394  11.918
C  4.213  -6.335  12.087
O  4.626  -5.994  13.231
C  4.562  -5.645  10.721
F  4.074  -6.369  9.694
F  4.051  -4.401  10.699
F  5.832  -5.624  10.540
H  2.188  -9.914  11.671
H  1.087  -8.580  12.000
H  1.438  -9.771  13.244
H  3.873  -8.806  13.255
H  2.549  -7.670  13.777

* E_HOMO: -4.32 eV
* multiplicity: 1
* orbital gap: 6.8 eV
* total charge: -1
* energy relative to the best compared isomer or geometry (same formula, charge and spin): 361.0 kJ/mol



A structure of composition C16H22N4O2S, computed with ωB97M-V/def2-TZVPD.

Positions of all 45 atoms, in Å:
C  1.972  -3.123  -0.245
C  1.973  -1.747  0.405
C  2.431  -0.604  -0.535
C  3.858  -0.811  -1.056
C  1.495  -0.518  -1.666
N  0.732  -0.432  -2.521
C  2.394  0.689  0.310
O  3.238  0.874  1.165
N  1.366  1.533  0.087
C  1.133  2.698  0.928
C  0.190  3.645  0.238
C  -1.122  3.699  0.443
C  -1.892  2.808  1.378
N  -3.178  2.337  0.834
C  -3.291  1.968  -0.505
O  -4.056  2.525  -1.257
C  -2.349  0.884  -0.985
C  -2.256  -0.367  -0.161
C  -1.840  -1.586  -0.617
C  -1.856  -2.560  0.418
C  -1.501  -4.005  0.241
N  -2.246  -2.121  1.592
S  -2.633  -0.529  1.500
H  1.582  -3.864  0.453
H  1.343  -3.141  -1.137
H  2.976  -3.439  -0.530
H  0.969  -1.509  0.768
H  2.643  -1.723  1.265
H  4.168  0.032  -1.673
H  4.530  -0.881  -0.203
H  3.924  -1.718  -1.653
H  0.676  1.293  -0.607
H  0.751  2.384  1.901
H  2.095  3.176  1.112
H  0.633  4.317  -0.488
H  -1.709  4.428  -0.107
H  -1.292  1.951  1.682
H  -2.140  3.347  2.294
H  -3.916  3.004  1.024
H  -2.639  0.634  -2.004
H  -1.363  1.356  -1.061
H  -1.536  -1.775  -1.636
H  -0.998  -4.172  -0.709
H  -0.854  -4.340  1.051
H  -2.403  -4.618  0.265

* E_HOMO: -9.33 eV
* multiplicity: 1
* orbital gap: 10.0 eV
* total charge: 0
* energy relative to the best compared isomer or geometry (same formula, charge and spin): 125.4 kJ/mol



A structure of composition C22H30FGe2Li, computed with ωB97M-V/def2-TZVPD.

Positions of all 56 atoms, in Å:
Li  9.348  11.224  8.833
C  9.403  5.978  9.767
C  8.912  7.440  9.933
Ge  9.573  8.564  8.454
C  7.850  8.976  7.528
C  7.292  7.809  6.659
C  10.630  7.627  7.051
C  11.983  7.959  7.151
Ge  11.801  9.711  8.201
C  13.085  9.919  9.726
C  13.782  8.587  10.189
C  11.992  11.274  7.023
C  11.221  11.175  5.708
C  13.121  7.173  6.793
C  14.442  7.657  6.672
C  15.502  6.820  6.264
C  15.313  5.448  6.103
C  14.033  4.939  6.223
C  12.983  5.788  6.557
H  8.712  5.374  9.107
H  9.541  5.530  10.730
H  10.437  5.919  9.298
H  9.424  7.867  10.805
H  7.804  7.486  9.955
H  8.061  9.889  6.923
H  7.189  9.332  8.325
H  8.009  7.583  5.896
H  6.280  8.084  6.250
H  7.217  6.893  7.242
H  10.229  7.307  6.099
H  12.565  10.343  10.667
H  13.862  10.633  9.412
H  14.433  8.204  9.335
H  13.128  7.766  10.441
H  14.424  8.861  11.034
H  13.060  11.393  6.859
H  11.771  12.088  7.696
H  11.505  10.200  5.176
H  11.610  11.994  5.068
H  10.170  11.319  5.778
H  14.712  8.707  6.766
H  16.505  7.244  6.243
H  16.116  4.861  5.719
H  13.787  3.926  5.971
H  11.933  5.422  6.695
F  6.365  15.817  6.372
C  7.086  14.694  6.659
C  8.442  14.730  6.736
C  9.143  13.567  7.202
C  8.517  12.364  7.472
C  7.116  12.351  7.229
C  6.362  13.543  6.982
H  9.039  15.655  6.491
H  10.268  13.658  7.243
H  6.598  11.439  7.190
H  5.268  13.545  6.759

* E_HOMO: -7.49 eV
* multiplicity: 1
* orbital gap: 7.1 eV
* total charge: 0



A cluster of 2 separate species, CN3O6 in total, computed with ωB97M-V/def2-TZVPD.

Positions of all 10 atoms, in Å:
C  0.603  0.207  0.135
N  0.593  -0.939  0.417
N  -1.434  -0.442  -1.119
N  1.074  1.308  0.828
O  0.531  -2.171  0.510
O  -1.650  -1.475  -1.583
O  -1.800  -0.161  0.012
O  -0.549  0.344  -1.514
O  1.977  1.870  0.362
O  0.655  1.458  1.953

* E_HOMO (alpha / beta): -4.78 / -4.78 eV
* multiplicity: 1
* orbital gap (alpha / beta): 7.8 / 7.8 eV
* total charge: -1
* energy relative to the best compared isomer or geometry (same formula, charge and spin): 702.0 kJ/mol



A structure of composition C5H7ClN2O, computed with ωB97M-V/def2-TZVPD.

Positions of all 16 atoms, in Å:
C  -3.680  -1.062  -0.069
C  -0.488  1.814  0.012
C  1.575  0.698  -0.328
C  -0.599  -0.554  -0.151
C  -3.781  0.161  0.476
N  -3.482  -2.072  -0.607
N  0.067  0.669  0.027
O  -0.248  2.982  -0.079
Cl  -2.706  1.472  0.023
H  2.005  1.688  -0.463
H  2.303  0.190  0.376
H  1.685  0.120  -1.314
H  -1.454  -0.612  -0.728
H  0.217  -1.347  -0.508
H  -1.002  -0.813  0.798
H  -4.331  0.210  1.371

* E_HOMO (alpha / beta): -7.29 / -7.28 eV
* multiplicity: 1
* orbital gap (alpha / beta): 6.4 / 6.4 eV
* total charge: 0
* energy relative to the best compared isomer or geometry (same formula, charge and spin): 449.8 kJ/mol